Record 1
DFT (wB97M-V/def2-TZVPD) results for an isolated ion of composition C4H7N2O and charge +1 at a distorted geometry.

SMILES: [NH3+][C@@H]1C=CC(=O)N1
E_HOMO, eV: -14.6
Energy relative to the best compared isomer or geometry (same formula, charge and spin), kJ/mol: 199.90
Net charge: +1
F_max, eV/A: 5.709

The geometry in XYZ format:
```
14
Properties=species:S:1:pos:R:3:nbo_charge:R:1
N 0.71480 1.47957 -0.93332 -0.77
C 0.16650 0.61914 0.39462 0.11
C 0.88101 -0.77392 0.59367 -0.17
C 0.05888 -1.81425 0.46485 -0.24
C -1.33420 -1.36346 0.18110 0.71
O -2.37190 -1.90272 0.12061 -0.43
N -1.12156 0.23863 0.05537 -0.73
H 0.94687 2.48681 -0.69349 0.45
H -0.11865 1.65524 -1.62665 0.46
H 1.50503 0.92745 -1.37796 0.46
H 0.37718 1.19460 1.31237 0.23
H 1.93788 -0.88049 0.99957 0.26
H 0.21281 -2.78028 0.45210 0.25
H -1.85465 0.91368 0.05716 0.42
```



Record 2
DFT (wB97M-V/def2-TZVPD) results for one molecule with the formula C12H13NO2 at a distorted geometry.

Multiplicity: 3
E_HOMO (alpha / beta), eV: -6.1 / -8.7
Energy relative to the best compared isomer or geometry (same formula, charge and spin), kJ/mol: 463.17
F_max, eV/A: 8.139

The geometry in XYZ format:
```
28
Properties=species:S:1:pos:R:3:nbo_charge:R:1
C -1.58791 -0.39875 -3.42827 -0.22
C -0.38543 0.34127 -3.28131 -0.24
C -2.16927 -0.96549 -2.36149 -0.19
C 0.19759 0.54232 -2.04311 -0.22
C -1.57396 -0.78082 -1.08124 -0.31
C -0.31996 -0.06595 -0.94904 0.01
C -2.21119 -1.40954 -0.02767 0.70
C -0.27711 -0.43103 1.55212 0.37
C 0.34696 0.24609 0.38192 -0.17
C 0.21954 1.80545 0.57505 -0.59
C 1.91348 -0.15966 0.08822 -0.55
C 1.25041 -0.13030 3.50592 -0.45
N 0.03122 -0.65157 2.76608 0.01
O -0.68180 -1.23540 3.64297 -0.54
O -3.03159 -1.99781 0.55422 -0.41
H -2.04633 -0.71141 -4.35823 0.22
H 0.12795 0.77195 -4.22723 0.21
H -3.22932 -1.42498 -2.50313 0.23
H 1.26132 0.82113 -1.99509 0.21
H 0.66303 2.47053 -0.15006 0.22
H 0.66426 2.11493 1.41973 0.20
H -0.86183 2.13593 0.56209 0.23
H 2.49990 -0.01724 1.07657 0.20
H 2.30342 0.40489 -0.58786 0.19
H 1.98653 -1.19668 -0.26137 0.22
H 1.12151 -0.10464 4.61959 0.26
H 1.71196 0.80222 3.16041 0.20
H 2.07661 -0.77545 3.35022 0.21
```



Record 3
DFT (wB97M-V/def2-TZVPD) results for a 13-piece molecular cluster, C18H64N22O13 overall at a distorted geometry.

E_HOMO, eV: -8.4
Energy relative to the best compared isomer or geometry (same formula, charge and spin), kJ/mol: 190.05
F_max, eV/A: 3.330

The geometry in XYZ format:
```
117
Properties=species:S:1:pos:R:3:mulliken_charge:R:1
C 2.23303 2.30649 4.81539 0.50
O 3.37999 2.59468 5.16033 -0.73
N 2.02179 1.45725 3.78025 0.04
N 1.07173 2.63033 5.48656 -0.27
H 1.07982 1.23165 3.51036 0.05
H 2.82154 0.92705 3.44379 0.13
H 1.10736 3.11093 6.36411 0.20
H 0.24268 2.15882 5.17803 0.21
C 3.37372 -3.52859 2.16906 0.62
O 3.09404 -3.02154 1.06406 -0.82
N 3.10160 -4.80897 2.46643 -0.39
N 4.03713 -2.81237 3.11082 -0.34
H 2.97656 -5.05541 3.43197 0.19
H 2.57523 -5.34857 1.79400 0.27
H 4.18830 -1.86021 2.78465 0.11
H 4.09233 -3.15795 4.04716 0.19
C -2.06155 -0.15505 6.76557 0.62
O -2.36251 1.04318 6.86039 -0.68
N -2.18149 -0.99201 7.81296 -0.38
N -1.64965 -0.72707 5.59880 -0.05
H -1.85086 -1.93668 7.75379 0.14
H -2.49750 -0.63914 8.69565 0.24
H -1.48517 -0.21866 4.74303 -0.14
H -1.45922 -1.70684 5.70028 0.16
C 0.81898 -0.23000 0.61906 0.15
O 0.43782 0.92452 0.34921 -0.59
N 1.39377 -0.97578 -0.33135 0.64
N 0.69005 -0.89897 1.80014 0.54
H 1.76569 -1.90348 -0.26054 0.05
H 1.53154 -0.36517 -1.12122 -0.41
H 0.06381 -0.46699 2.46224 -0.24
H 0.94627 -1.86773 1.86467 -0.19
C -0.21596 -4.77352 2.35193 0.38
O 0.47834 -5.79177 2.46541 -0.72
N 0.12082 -3.71042 1.58076 -0.15
N -1.52249 -4.67927 2.69680 -0.33
H -0.52510 -2.93772 1.58256 0.19
H 0.92896 -3.62582 0.98859 0.09
H -1.95627 -3.76184 2.61929 0.42
H -1.97911 -5.39014 3.23900 0.23
C -1.51458 2.05256 3.10286 -0.06
O -0.99805 1.00350 3.51040 -0.20
N -2.11697 2.92325 3.99196 -0.32
N -1.76505 2.41466 1.82465 0.06
H -2.10877 2.71307 4.97964 0.27
H -2.84322 3.50261 3.62122 0.17
H -1.26733 1.95789 1.06885 -0.48
H -2.58528 2.97206 1.70667 0.22
C 3.06040 2.39315 -3.02852 0.45
O 2.60882 1.74840 -2.06730 -0.44
N 3.46471 3.66980 -2.91629 -0.42
N 2.99540 1.86607 -4.27598 -0.28
H 3.54085 4.36002 -3.64128 0.16
H 3.55931 4.04145 -1.98780 0.25
H 2.60900 0.95103 -4.43903 0.08
H 3.62394 2.30140 -4.93108 0.19
C -3.64292 -1.56522 2.44023 0.57
O -2.48108 -1.96530 2.56936 -0.68
N -3.92068 -0.22611 2.26473 -0.18
N -4.70440 -2.37535 2.46373 -0.38
H -4.89653 0.00939 2.32847 0.21
H -3.26005 0.52589 2.39737 -0.11
H -5.57968 -1.97749 2.17571 0.16
H -4.57926 -3.34889 2.66350 0.24
C -0.53015 4.24970 -0.90976 0.69
O -1.63724 4.10841 -0.36672 -0.64
N -0.17588 5.38730 -1.54944 -0.44
N 0.49180 3.41009 -0.63094 0.04
H -0.87137 6.07979 -1.75883 0.26
H 0.77725 5.68400 -1.62719 0.14
H 1.45211 3.60018 -0.82089 0.20
H 0.22591 2.58155 -0.12113 0.16
C 4.48365 0.28201 1.04914 0.66
O 4.05094 0.16736 2.20626 -0.84
N 4.37439 -0.70023 0.12297 -0.14
N 5.25945 1.32349 0.70981 -0.42
H 4.70103 -0.51997 -0.80958 0.20
H 3.81548 -1.53941 0.26225 0.11
H 5.58406 1.56500 -0.20866 0.16
H 5.32798 2.09707 1.35009 0.27
C -2.72146 0.29473 -0.76861 -0.10
C -4.02644 0.29539 -1.60045 0.45
C -3.82586 0.45141 -3.11995 -0.77
O -3.74238 1.78245 -3.55468 -0.43
C -2.48777 2.43432 -3.39640 0.18
N -4.66188 -0.98043 -1.21248 -0.61
H -1.90172 0.96724 -1.04888 0.01
H -2.14690 -0.63316 -0.77548 0.46
H -3.02606 0.58563 0.22912 -0.55
H -4.61808 1.18521 -1.35933 0.19
H -4.74469 0.08237 -3.59432 0.39
H -3.12475 -0.29135 -3.51976 0.25
H -2.26747 2.60360 -2.34015 -0.09
H -2.56332 3.38006 -3.92722 0.40
H -1.60464 1.91797 -3.78683 -0.13
H -5.45628 -1.04918 -1.84873 0.29
H -5.03532 -0.92614 -0.27446 0.17
C 1.96651 -0.51559 -7.51764 -1.33
C 0.75039 -1.26577 -7.01363 0.52
C 0.11630 -0.52322 -5.83972 -0.57
O 0.95602 -0.62639 -4.73244 -0.43
C 0.46713 -0.03496 -3.53260 -1.20
N -0.24404 -1.39206 -8.10193 -0.77
H 2.56932 -0.94175 -8.31889 0.38
H 2.68461 -0.37271 -6.70253 0.23
H 1.70369 0.50965 -7.79138 0.34
H 1.01718 -2.27711 -6.68670 0.32
H -0.87734 -0.91861 -5.58697 0.18
H -0.05834 0.49551 -6.21546 0.24
H -0.30006 -0.69787 -3.12533 1.03
H 0.21293 1.01455 -3.68373 0.38
H 1.22375 0.00346 -2.75801 0.20
H -1.03883 -1.87732 -7.68034 0.27
H 0.08750 -2.16086 -8.68378 0.30
O 1.23876 -3.33195 -2.47427 -0.60
H 1.55475 -2.44409 -2.67410 0.28
H 0.57077 -3.50443 -3.14539 0.30
```



Record 4
DFT (wB97M-V/def2-TZVPD) results for a 2-piece molecular cluster, C3H2S3 overall at a distorted geometry.

E_HOMO, eV: -8.5
Energy relative to the best compared isomer or geometry (same formula, charge and spin), kJ/mol: 199.63
F_max, eV/A: 3.688

The geometry in XYZ format:
```
8
Properties=species:S:1:pos:R:3:nbo_charge:R:1
C 1.04356 -0.58497 0.25718 -0.09
C -1.02332 1.61391 -1.02031 -0.36
C 0.03600 -1.19275 0.76333 -0.63
S -1.33125 3.02280 -0.36156 0.14
S -0.58786 0.26736 -1.69665 0.23
S 2.41462 0.03938 -0.11500 0.15
H 0.41239 -2.27383 0.94763 0.27
H -0.96415 -0.89191 1.22538 0.28
```



Record 5
DFT (wB97M-V/def2-TZVPD) results for one molecule with the formula C7H10ClNO2 at a distorted geometry.

SMILES: O=C([O-])[C@@]1(Cl)CC[C@H]2CC[N@H+]21
E_HOMO, eV: -8.5
Energy relative to the best compared isomer or geometry (same formula, charge and spin), kJ/mol: 162.13
F_max, eV/A: 4.485

The geometry in XYZ format:
```
21
Properties=species:S:1:pos:R:3:nbo_charge:R:1
O 1.21934 2.36073 -1.23390 -0.73
C 1.43460 1.19273 -1.59233 0.83
O 2.28660 0.56303 -2.19911 -0.66
C -0.09008 0.24997 -1.18066 0.00
Cl -1.43427 0.75109 -2.21140 -0.05
C 0.07096 -1.21112 -1.06533 -0.48
C -0.97386 -1.61599 0.07891 -0.42
C -1.01255 -0.36385 0.99186 -0.04
C 0.24243 -0.16867 1.77298 -0.45
C 0.48578 1.15070 1.04138 -0.21
N -0.64472 0.84259 0.17706 -0.39
H 1.09245 -1.30630 -0.58890 0.23
H 0.05045 -1.88860 -1.99438 0.28
H -1.89368 -1.87319 -0.47085 0.23
H -0.56209 -2.46456 0.50417 0.23
H -1.98863 -0.17851 1.52975 0.24
H 1.04124 -0.84340 1.45155 0.22
H 0.40012 -0.08502 2.87703 0.24
H 0.22339 1.99888 1.73657 0.21
H 1.36505 1.40661 0.47955 0.28
H -1.31254 1.48288 -0.10395 0.44
```



Record 6
DFT (wB97M-V/def2-TZVPD) results for C15H15BrGdNO as an isolated structure at a distorted geometry.

Multiplicity: 9
E_HOMO (alpha / beta), eV: -2.5 / -2.5
Energy relative to the best compared isomer or geometry (same formula, charge and spin), kJ/mol: 187.91
Net charge: -1
F_max, eV/A: 2.385

The geometry in XYZ format:
```
34
Properties=species:S:1:pos:R:3:mulliken_spin:R:1
C -2.47271 -0.82773 -0.91570 -0.06
C -2.40469 -1.33647 0.41738 -0.04
C -2.28923 -0.22723 1.31021 -0.04
H -2.51434 -2.38144 0.70607 0.01
C -2.25480 0.97270 0.53103 -0.02
C -2.39639 0.60189 -0.85093 0.04
H -2.48312 1.28645 -1.69575 0.01
H -2.55309 -1.43411 -1.81436 0.00
H -2.39456 -0.27887 2.39819 0.00
H -2.25460 1.98996 0.93302 -0.01
Gd -0.10116 -0.36847 -0.27050 7.63
Br 0.60282 -2.40473 -1.81438 -0.07
C 2.36103 0.75444 -4.44991 0.00
C 1.24816 1.54957 -4.87650 0.00
C 0.24890 0.66767 -5.39859 0.00
H 1.18812 2.63721 -4.84560 0.00
C 0.74418 -0.67181 -5.29074 0.00
C 2.05551 -0.61419 -4.72603 0.00
H 2.71221 -1.46405 -4.55627 0.00
H 3.28784 1.12692 -4.01601 0.00
H -0.70321 0.96311 -5.83863 0.00
H 0.22288 -1.57515 -5.60324 0.00
O 0.53842 -0.69454 1.71199 -0.08
N 0.84416 -0.35960 3.00192 0.17
C 1.31299 0.89425 3.22857 0.18
C 1.14972 1.43047 4.49571 -0.11
C 0.89390 0.56637 5.56877 0.25
C 0.53810 -0.76628 5.30166 -0.05
C 0.54792 -1.24291 3.98529 0.12
H 1.71390 1.43038 2.37499 0.04
H 1.18897 2.51173 4.63451 0.00
H 0.98476 0.93030 6.60108 0.03
H 0.19101 -1.42080 6.10364 -0.01
H 0.24638 -2.24504 3.65912 0.03
```



> F_max of number 6 (C15H15BrGdNO)?

2.385 eV/A



> Look up the energy relative to the best compared isomer or geometry (same formula, charge and spin) of the third one.

190.05 kJ/mol